1.
{"formula": "C7H6N2O", "method": "ωB97M-V/def2-TZVPD", "species": ["C", "C", "C", "C", "C", "C", "C", "N", "N", "O", "H", "H", "H", "H", "H", "H"], "xyz": [[1.17941, -0.14292, 2.06282], [-0.22257, -0.27888, 2.31737], [1.32821, 0.09615, 0.70237], [-0.85444, -0.14919, 1.09563], [-2.21043, -0.24645, 0.56898], [-1.94586, -0.08168, -1.06963], [-0.43651, -0.07110, -1.24939], [-2.94441, 0.10664, -1.79672], [0.09517, -0.03577, 0.12088], [-3.30758, -0.45737, 1.04083], [2.07002, -0.13728, 2.69836], [-0.83701, -0.46663, 3.22635], [2.29113, 0.33935, 0.15050], [0.04176, -0.89955, -1.80119], [0.11218, 0.78430, -1.88900], [-2.66915, 0.27990, -2.77411]], "forces_ev_per_angstrom": [[-0.16, 0.48, -0.06], [-0.26, -0.04, 0.70], [0.69, -0.45, -0.89], [-0.26, -0.82, 0.87], [-0.34, -0.54, -1.99], [-0.08, 0.17, 2.59], [2.83, 1.68, -1.79], [0.40, 0.05, -0.97], [-0.09, 0.93, -0.44], [1.64, 0.49, -0.24], [-0.81, -0.05, 0.13], [1.10, 0.26, -0.64], [-1.69, -0.57, 0.59], [-0.89, -0.41, 0.46], [-1.92, -1.08, 1.46], [-0.17, -0.10, 0.21]], "nbo_charge": [-0.2933, -0.2147, -0.0374, -0.0405, 0.5196, 0.1966, -0.2984, -0.5347, -0.3014, -0.4926, 0.2333, 0.2434, 0.2269, 0.2339, 0.2240, 0.3353], "orbital_gap_ev": 9.02, "energy_ev": -12382.2084, "e_homo_ha": -0.3334, "smiles": "[H]/N=C1\\Cn2cccc2C1=O", "e_above_lowest_kj_mol": 110.67}

2.
{"formula": "C3H4Cl2O", "method": "ωB97M-V/def2-TZVPD", "species": ["C", "C", "C", "H", "H", "H", "H", "O", "Cl", "Cl"], "xyz": [[1.42347, 0.30042, 0.14223], [-0.52781, -0.98345, -0.36297], [-1.43468, 0.12657, -0.05542], [1.43837, 0.94626, -0.91346], [0.66997, 0.86393, 0.95790], [2.48325, 0.16707, 0.81352], [-0.76305, -1.96742, -0.41729], [0.77129, -0.92754, -0.09205], [-2.97610, -0.32767, 0.06772], [-1.08472, 1.80184, -0.14019]], "forces_ev_per_angstrom": [[-0.37, 2.63, 2.13], [-0.97, 7.16, 2.73], [5.29, -3.91, -1.95], [0.52, -1.58, 3.08], [2.56, -1.19, -2.17], [-2.87, 0.01, -2.66], [-1.65, -2.61, -0.37], [2.09, -0.58, -0.81], [-3.88, -0.53, 0.22], [-0.72, 0.61, -0.21]], "nbo_charge": [-0.3011, 0.1599, -0.3169, 0.2083, 0.1909, 0.2213, 0.1978, -0.4996, 0.0953, 0.0441], "orbital_gap_ev": 8.66, "energy_ev": -30264.4703, "e_homo_ha": -0.2977, "smiles": "COC=C(Cl)Cl", "e_above_lowest_kj_mol": 367.26}